Entry 1:
Formula: C3HCl2NO2S
Source: the Open Molecules 2025 dataset
Level of theory: ωB97M-V/def2-TZVPD

Each atom is followed by the atoms it is bonded to, with distances in Å.
Atoms and positions in Å:
1 Cl -1.692 1.778 -0.432  C10 1.829
2 Cl -1.717 0.275 -2.772  C10 1.889
3 S 3.223 -0.832 3.626  C8 1.722
4 O 3.107 -1.554 1.083  C8 1.217
5 O -0.987 -1.858 2.124  C7 1.187
6 N 1.104 -0.809 2.002  C7 1.181, C8 1.475
7 C 0.070 -1.369 1.891  O5 1.187, N6 1.181
8 C 2.549 -1.102 2.065  S3 1.722, O4 1.217, N6 1.475
9 H -0.332 -0.077 -0.773  C10 1.170
10 C -1.489 0.025 -0.913  Cl1 1.829, Cl2 1.889, H9 1.170

As for the total energy: -44591.490 eV. Its energy above the lowest of the compared OMol25 structures with the same formula, charge and spin is 0.00 kcal/mol. The total charge is -2.

Entry 2:
Formula: C24H31N3O4S
Source: the Open Molecules 2025 dataset
Level of theory: ωB97M-V/def2-TZVPD

Each atom is followed by the atoms it is bonded to, with distances in Å.
Atoms and positions in Å:
1 C -3.226 -2.219 0.228  C2 1.414, O7 1.374, C31 1.385
2 C -3.809 -0.932 0.161  C1 1.414, C46 1.392, N59 1.403
3 H -1.447 0.434 -1.484  C51 1.091
4 C -4.383 2.006 -1.269  H8 1.095, H19 1.091, C23 1.551, N57 1.448
5 C 4.463 -2.271 0.422  H9 1.092, C41 1.527, H60 1.090, C62 1.531
6 H -2.805 -4.631 -1.924  C14 1.089
7 O -3.144 -2.924 -0.949  C1 1.374, C14 1.406
8 H -4.511 2.400 -2.282  C4 1.095
9 H 4.082 -3.263 0.676  C5 1.092
10 C 0.779 0.706 1.391  H37 1.079, C55 1.381, C63 1.385
11 C 1.402 2.298 -0.304  H34 1.078, C45 1.384, C55 1.382
12 C -0.916 1.936 0.216  C45 1.392, C49 1.502, C63 1.391
13 C 4.350 0.372 -1.639  C24 1.534, H26 1.101, H47 1.091, N48 1.439
14 C -2.704 -4.258 -0.905  H6 1.089, O7 1.406, H15 1.096, H25 1.094
15 H -1.656 -4.332 -0.597  C14 1.096
16 H -2.326 -3.691 1.496  C31 1.078
17 H 2.442 -1.541 0.310  C62 1.094
18 O 4.278 2.076 0.640  S56 1.434
19 H -4.700 2.763 -0.551  C4 1.091
20 O 3.608 0.168 2.060  S56 1.434
21 H 5.137 -1.343 -2.698  C24 1.092
22 C -2.922 -1.978 2.608  C31 1.387, C58 1.379, H61 1.079
23 C -5.175 0.684 -1.093  C4 1.551, H30 1.088, H36 1.096, N59 1.447
24 C 5.514 -0.522 -2.085  C13 1.534, H21 1.092, H27 1.091, C52 1.530
25 H -3.323 -4.865 -0.237  C14 1.094
26 H 3.627 0.472 -2.463  C13 1.101
27 H 6.167 0.082 -2.718  C24 1.091
28 H 6.335 -0.371 -0.098  C52 1.091
29 H 3.144 -1.919 -1.275  C62 1.094
30 H -5.781 0.694 -0.190  C23 1.088
31 C -2.779 -2.714 1.442  C1 1.385, H16 1.078, C22 1.387
32 H -1.326 0.509 1.759  C63 1.080
33 O -2.929 3.043 0.813  C49 1.216
34 H 2.187 2.798 -0.848  C11 1.078
35 H -3.634 -0.147 3.458  C58 1.079
36 H -5.852 0.551 -1.945  C23 1.096
37 H 1.089 -0.007 2.139  C10 1.079
38 C -3.357 -0.369 -2.168  H40 1.087, H44 1.093, C51 1.549, N59 1.445
39 H 6.488 -2.913 0.221  C41 1.092
40 H -2.814 -1.304 -2.276  C38 1.087
41 C 5.738 -2.422 -0.403  C5 1.527, H39 1.092, H50 1.094, C52 1.530
42 H -2.120 1.281 -2.893  C51 1.098
43 H -4.370 0.772 1.342  C46 1.078
44 H -3.941 -0.201 -3.078  C38 1.093
45 C 0.067 2.593 -0.519  C11 1.384, C12 1.392, H53 1.080
46 C -3.944 -0.219 1.348  C2 1.392, H43 1.078, C58 1.385
47 H 4.723 1.364 -1.381  C13 1.091
48 N 3.678 -0.096 -0.456  C13 1.439, S56 1.654, C62 1.441
49 C -2.363 2.298 0.037  C12 1.502, O33 1.216, N57 1.352
50 H 5.546 -3.077 -1.258  C41 1.094
51 C -2.369 0.802 -1.937  H3 1.091, C38 1.549, H42 1.098, N57 1.445
52 C 6.310 -1.097 -0.912  C24 1.530, H28 1.091, C41 1.530, H54 1.092
53 H -0.217 3.335 -1.250  C45 1.080
54 H 7.338 -1.272 -1.239  C52 1.092
55 C 1.744 1.354 0.646  C10 1.381, C11 1.382, S56 1.792
56 S 3.469 0.910 0.840  O18 1.434, O20 1.434, N48 1.654, C55 1.792
57 N -2.973 1.766 -1.045  C4 1.448, C49 1.352, C51 1.445
58 C -3.514 -0.734 2.560  C22 1.379, H35 1.079, C46 1.385
59 N -4.292 -0.463 -1.070  C2 1.403, C23 1.447, C38 1.445
60 H 4.684 -1.744 1.350  C5 1.090
61 H -2.572 -2.387 3.544  C22 1.079
62 C 3.355 -1.491 -0.291  C5 1.531, H17 1.094, H29 1.094, N48 1.441
63 C -0.558 1.002 1.182  C10 1.385, C12 1.391, H32 1.080

As for the total energy: -48886.229 eV. Its energy above the lowest of the compared OMol25 structures with the same formula, charge and spin is 56.25 kcal/mol. As for the SMILES: COc1ccccc1N1CCN(C(=O)c2ccc(S(=O)(=O)N3CCCCCC3)cc2)CC1.

Entry 3:
Formula: C5H8O
Source: the Open Molecules 2025 dataset
Level of theory: ωB97M-V/def2-TZVPD

Each atom is followed by the atoms it is bonded to, with distances in Å.
Atoms and positions in Å:
1 C 1.867 0.446 -0.158  H4 1.087, C5 1.329, H11 1.081
2 H -2.418 -0.543 0.389  C8 1.088
3 C -1.160 1.140 0.130  C8 1.327, H9 1.085, H14 1.086
4 H 1.855 0.350 -1.241  C1 1.087
5 C 0.995 -0.238 0.576  C1 1.329, H12 1.090, C13 1.480
6 H 0.787 -2.362 0.480  C13 1.106
7 O -0.211 -1.547 -1.066  C13 1.209
8 C -1.959 0.169 -0.294  H2 1.088, C3 1.327, H10 1.083
9 H -1.010 1.355 1.183  C3 1.085
10 H -2.138 0.000 -1.349  C8 1.083
11 H 2.624 1.067 0.300  C1 1.081
12 H 0.947 -0.145 1.661  C5 1.090
13 C 0.430 -1.456 -0.045  C5 1.480, H6 1.106, O7 1.209
14 H -0.610 1.766 -0.567  C3 1.086

As for the total energy: -7359.349 eV. Its energy above the lowest of the compared OMol25 structures with the same formula, charge and spin is 67.01 kcal/mol. As for the SMILES: C=CC=O.C=C.

Entry 4:
Formula: C2H7N2O2
Source: the Open Molecules 2025 dataset
Level of theory: ωB97M-V/def2-TZVPD

Each atom is followed by the atoms it is bonded to, with distances in Å.
Atoms and positions in Å:
1 O 2.386 0.600 0.081  N5 1.416, H6 0.979
2 O -1.076 -0.124 0.080  N8 1.383, C9 1.403
3 H -0.015 -2.340 0.086  C13 1.176
4 H 1.776 -1.611 0.413  C13 1.123
5 N 0.992 0.838 0.136  O1 1.416, N8 1.232
6 H 2.754 1.466 0.351  O1 0.979
7 H -1.580 1.907 -0.166  C9 1.090
8 N 0.305 -0.184 0.085  O2 1.383, N5 1.232, C13 1.384
9 C -2.010 0.920 0.001  O2 1.403, H7 1.090, H10 1.163, H12 1.081
10 H -2.717 0.954 0.923  C9 1.163
11 H 1.021 -1.667 -1.042  C13 1.020
12 H -2.607 0.719 -0.877  C9 1.081
13 C 0.771 -1.479 -0.071  H3 1.176, H4 1.123, N8 1.384, H11 1.020

As for the total energy: -9250.105 eV. Its energy above the lowest of the compared OMol25 structures with the same formula, charge and spin is 153.76 kcal/mol. The total charge is +1. As for the SMILES: CO/[N+](C)=N/O.

Entry 5:
Formula: C37H58BINO20
Source: the Open Molecules 2025 dataset
Level of theory: ωB97M-V/def2-TZVPD

Each atom is followed by the atoms it is bonded to, with distances in Å.
Atoms and positions in Å:
1 O -0.044 -3.292 -1.466  C75 1.445, C79 1.445
2 H -2.686 -2.026 -2.086  C37 1.160
3 C 10.502 2.018 -0.454  C63 1.515, H72 1.093, H76 1.092, H111 1.093
4 H -7.557 3.972 5.607  C74 1.092
5 C 3.116 0.805 -1.349  C39 1.569, H46 1.142, C104 1.548
6 N -2.984 -0.806 3.834  H24 1.040, C70 1.522, C98 1.500
7 O -7.845 0.112 5.951  C27 1.362, C43 1.421
8 O 7.954 0.210 -0.314  C14 1.200
9 H -0.250 0.394 -6.169  C86 1.095
10 O -7.249 7.996 3.942  C61 1.422, C91 1.361
11 O -8.393 6.255 3.094  C21 1.426, C91 1.364
12 H -1.162 -3.238 3.789  C118 1.144
13 H -2.775 -3.910 0.559  C101 1.148
14 C 7.987 -0.590 -1.207  O8 1.200, O45 1.364, O110 1.361
15 B -0.025 -0.819 2.009  I41 2.200, O68 1.485, O78 1.481, O96 1.475
16 H 5.710 -2.073 -3.608  C77 1.094
17 H -1.726 -0.291 0.976  O78 0.981
18 C 1.546 -1.365 -1.524  C49 1.571, C79 1.624, C104 1.547
19 O 1.436 -6.719 0.484  C32 1.452, H73 0.987
20 O 0.833 -1.215 -5.499  C64 1.361, C86 1.421
21 C -9.097 7.439 2.728  O11 1.426, C61 1.501, C97 1.515, H106 1.096
22 C -0.903 -0.512 -8.594  C53 1.515, H93 1.093, H102 1.093, H115 1.093
23 O 12.290 4.917 -3.562  C100 1.199
24 H -3.334 -0.117 3.138  N6 1.040
25 H -0.362 -7.825 0.636  C32 1.155
26 H -3.467 -2.971 3.688  C70 1.149
27 C -7.358 0.457 4.727  O7 1.362, O47 1.197, O54 1.364
28 H -0.662 -2.347 -7.492  C53 1.095
29 H 0.092 -1.959 -3.143  C79 1.143
30 H -3.534 -1.947 2.120  C70 1.143
31 O 11.672 5.304 -1.416  C42 1.423, C100 1.361
32 C -0.014 -6.745 0.421  O19 1.452, H25 1.155, H89 1.142, C116 1.625
33 H -9.102 4.182 4.807  C74 1.093
34 H -0.662 -1.199 -1.604  C79 1.154
35 C 3.943 -1.539 -0.333  H36 1.151, C39 1.561, C49 1.574
36 H 4.716 -2.171 0.238  C35 1.151
37 C -2.477 -3.146 -2.303  H2 1.160, H51 1.158, C75 1.608, H112 1.141
38 H -8.956 6.813 0.659  C97 1.093
39 C 4.215 -0.024 -0.597  C5 1.569, C35 1.561, H83 1.149
40 H -10.574 6.737 1.331  C97 1.093
41 I 1.733 0.408 2.505  B15 2.200
42 C 10.991 4.493 -0.466  O31 1.423, C63 1.500, H65 1.095, H105 1.092
43 C -8.328 1.308 6.547  O7 1.421, H85 1.095, H87 1.092, C114 1.501
44 H 6.503 -1.312 -4.974  C77 1.093
45 O 7.280 -0.476 -2.368  C14 1.364, C55 1.426
46 H 3.312 1.918 -1.513  C5 1.142
47 O -6.690 -0.257 4.037  C27 1.197
48 H 7.506 -3.207 -1.917  C81 1.095
49 C 2.612 -2.249 -0.782  C18 1.571, C35 1.574, H113 1.147
50 H -2.468 -2.124 0.110  C101 1.142
51 H -3.508 -3.658 -2.187  C37 1.158
52 H -7.405 8.603 1.988  C61 1.095
53 C -0.247 -1.334 -7.504  C22 1.515, H28 1.095, O59 1.425, C86 1.501
54 O -7.729 1.725 4.387  C27 1.364, C114 1.425
55 C 7.765 -1.493 -3.242  O45 1.426, H67 1.096, C77 1.515, C81 1.499
56 H -3.387 -0.804 5.934  C98 1.147
57 H 0.430 -4.333 2.799  C84 1.149
58 H 9.101 -3.106 -2.702  C81 1.092
59 O 1.159 -1.433 -7.715  C53 1.425, C64 1.365
60 H 0.957 -4.276 1.046  C84 1.156
61 C -8.040 8.496 2.872  O10 1.422, C21 1.501, H52 1.095, H62 1.092
62 H -8.463 9.470 3.127  C61 1.092
63 C 11.486 3.116 -0.800  C3 1.515, C42 1.500, O82 1.427, H117 1.096
64 C 1.737 -1.487 -6.479  O20 1.361, O59 1.365, O103 1.197
65 H 9.913 4.616 -0.610  C42 1.095
66 H -1.228 -0.984 -5.607  C86 1.092
67 H 8.578 -1.068 -3.841  C55 1.096
68 O -0.689 -1.342 3.230  B15 1.485, C118 1.468
69 H -4.590 0.134 4.898  C98 1.152
70 C -2.957 -2.133 3.089  N6 1.522, H26 1.149, H30 1.143, C118 1.629
71 H -0.617 -6.352 2.522  C116 1.160
72 H 9.687 1.971 -1.181  C3 1.093
73 H 1.719 -6.517 -0.440  O19 0.987
74 C -8.596 3.634 5.606  H4 1.092, H33 1.093, H92 1.093, C114 1.515
75 C -1.422 -3.630 -1.190  O1 1.445, C37 1.608, H94 1.159, C101 1.605
76 H 10.083 2.156 0.545  C3 1.092
77 C 6.661 -2.005 -4.144  H16 1.094, H44 1.093, C55 1.515, H80 1.093
78 O -0.813 0.045 1.100  B15 1.481, H17 0.981
79 C 0.112 -1.958 -2.001  O1 1.445, C18 1.624, H29 1.143, H34 1.154
80 H 6.908 -2.984 -4.562  C77 1.093
81 C 8.279 -2.523 -2.281  H48 1.095, C55 1.499, H58 1.092, O110 1.421
82 O 11.687 3.200 -2.211  C63 1.427, C100 1.363
83 H 5.183 0.476 -0.230  C39 1.149
84 C 0.026 -4.370 1.724  H57 1.149, H60 1.156, C99 1.626, C116 1.609
85 H -7.530 1.742 7.157  C43 1.095
86 C -0.322 -0.698 -6.146  H9 1.095, O20 1.421, C53 1.501, H66 1.092
87 H -9.191 1.102 7.183  C43 1.092
88 H -9.686 1.885 4.975  C114 1.096
89 H -0.327 -6.515 -0.653  C32 1.142
90 H -9.888 8.311 0.907  C97 1.093
91 C -7.379 6.641 3.921  O10 1.361, O11 1.364, O107 1.197
92 H -9.064 3.910 6.554  C74 1.093
93 H -0.276 0.335 -8.885  C22 1.093
94 H -1.471 -4.787 -1.185  C75 1.159
95 H -4.728 -1.704 4.889  C98 1.142
96 O 0.145 -2.056 1.223  B15 1.475, C99 1.463
97 C -9.655 7.328 1.323  C21 1.515, H38 1.093, H40 1.093, H90 1.093
98 C -3.981 -0.843 4.954  N6 1.500, H56 1.147, H69 1.152, H95 1.142
99 C -0.895 -3.068 1.405  C84 1.626, O96 1.463, C101 1.597, C118 1.639
100 C 11.918 4.513 -2.496  O23 1.199, O31 1.361, O82 1.363
101 C -1.980 -3.149 0.236  H13 1.148, H50 1.142, C75 1.605, C99 1.597
102 H -1.042 -1.121 -9.491  C22 1.093
103 O 2.891 -1.739 -6.286  C64 1.197
104 C 1.796 0.136 -1.805  C5 1.548, C18 1.547, H108 1.137
105 H 11.251 4.789 0.552  C42 1.092
106 H -9.909 7.588 3.447  C21 1.096
107 O -6.693 5.884 4.545  C91 1.197
108 H 1.014 0.776 -2.325  C104 1.137
109 H -1.856 -5.691 1.343  C116 1.150
110 O 8.732 -1.729 -1.193  C14 1.361, C81 1.421
111 H 11.001 1.046 -0.481  C3 1.093
112 H -2.103 -3.203 -3.379  C37 1.141
113 H 2.429 -3.362 -0.572  C49 1.147
114 C -8.691 2.143 5.353  C43 1.501, O54 1.425, C74 1.515, H88 1.096
115 H -1.883 -0.142 -8.282  C22 1.093
116 C -0.723 -5.779 1.519  C32 1.625, H71 1.160, C84 1.609, H109 1.150
117 H 12.456 2.918 -0.331  C63 1.096
118 C -1.402 -2.578 2.886  H12 1.144, O68 1.468, C70 1.629, C99 1.639

As for the total energy: -90524.860 eV. The total charge is -1.

Entry 6:
Formula: C3H7NO2
Source: the Open Molecules 2025 dataset
Level of theory: ωB97M-V/def2-TZVPD

Each atom is followed by the atoms it is bonded to, with distances in Å.
Atoms and positions in Å:
1 C -0.066 -1.150 -0.475  H3 1.086, O4 1.532, C5 1.570, H12 1.080
2 O -1.279 0.133 1.299  C5 1.413, H10 0.962
3 H -0.318 -1.578 -1.441  C1 1.086
4 O 1.413 -0.784 -0.637  C1 1.532, C6 1.339
5 C -1.297 -0.271 -0.055  C1 1.570, O2 1.413, H7 1.095, H11 1.109
6 C 1.109 0.491 -0.912  O4 1.339, N8 1.320
7 H -1.477 0.572 -0.730  C5 1.095
8 N 1.847 1.333 -0.212  C6 1.320, H9 1.005, H13 1.014
9 H 1.532 2.288 -0.220  N8 1.005
10 H -1.282 1.094 1.341  O2 0.962
11 H -2.154 -0.965 -0.172  C5 1.109
12 H 0.057 -1.865 0.325  C1 1.080
13 H 2.676 1.078 0.313  N8 1.014

As for the total energy: -8806.313 eV. Its energy above the lowest of the compared OMol25 structures with the same formula, charge and spin is 97.21 kcal/mol.

no.,molar mass (g mol⁻¹)
1,186.0
2,457.6
3,84.1
4,91.1
5,974.6
6,89.1